1.
Here is a cluster of 5 separate species, C28H71N5O9 in total in a non-equilibrium geometry from the Open Molecules 2025 dataset. Energies are from ωB97M-V/def2-TZVPD.

The frontier orbital gap (alpha / beta) comes out at 7.04 / 1.80 eV. The value obtained for the LUMO energy (alpha / beta) is -2.68 / -7.91 eV. Its spin multiplicity is 2. Its total charge is +1. As for the expectation value of S²: 0.754. For the HOMO energy (alpha / beta), the calculation gives -9.71 / -9.71 eV.

Geometry as XYZ:
```
113
C28H71N5O9 | the Open Molecules 2025 dataset | ωB97M-V/def2-TZVPD
C 0.812 6.205 1.462
O 1.519 5.560 0.451
C 2.554 6.241 -0.134
C 3.007 5.209 -1.235
N 4.306 5.425 -1.914
C 4.188 6.316 -3.043
C 5.479 6.227 -3.961
O 5.719 4.939 -4.375
C 6.873 4.887 -5.321
H 0.317 7.052 0.987
H 1.409 6.486 2.330
H 0.119 5.501 1.924
H 3.345 6.462 0.582
H 2.207 7.114 -0.688
H 2.231 5.010 -1.974
H 3.212 4.274 -0.714
H 4.580 4.480 -2.143
H 4.192 7.375 -2.787
H 3.304 5.927 -3.548
H 6.225 6.636 -3.280
H 5.453 6.971 -4.757
H 6.933 3.936 -5.851
H 7.729 5.300 -4.787
H 6.772 5.708 -6.032
C -5.057 7.049 -0.589
O -5.326 5.947 0.136
C -4.233 5.012 0.029
C -4.326 3.859 1.063
N -5.658 3.356 1.070
C -5.943 2.396 2.123
C -7.458 2.154 2.292
O -7.619 1.121 3.222
C -7.397 -0.203 2.758
H -5.986 7.604 -0.721
H -4.683 6.798 -1.581
H -4.385 7.702 -0.032
H -3.253 5.490 0.025
H -4.343 4.582 -0.966
H -4.148 4.156 2.097
H -3.540 3.169 0.757
H -6.323 4.117 1.047
H -5.411 2.516 3.067
H -5.463 1.499 1.733
H -7.978 1.886 1.372
H -7.925 3.054 2.693
H -6.478 -0.472 2.239
H -8.219 -0.294 2.048
H -7.672 -0.963 3.489
C 3.829 -9.830 2.619
O 3.345 -8.953 3.650
C 4.177 -7.859 3.925
C 4.463 -6.878 2.708
N 3.245 -6.185 2.350
C 3.207 -5.504 1.142
C 1.886 -4.692 0.974
O 2.132 -3.717 -0.145
C 1.892 -2.390 0.231
H 3.365 -10.812 2.707
H 4.895 -9.783 2.396
H 3.458 -9.618 1.616
H 5.079 -8.277 4.373
H 3.654 -7.315 4.711
H 4.978 -7.448 1.934
H 5.125 -6.056 2.978
H 2.473 -6.828 2.448
H 3.332 -6.275 0.381
H 4.034 -4.797 1.077
H 1.670 -4.217 1.930
H 1.005 -5.265 0.685
H 1.028 -2.143 0.848
H 1.878 -1.619 -0.540
H 2.735 -2.131 0.872
C 1.913 -5.615 -3.697
O 0.914 -5.981 -2.714
C 0.032 -4.920 -2.283
C -0.997 -5.428 -1.257
N -1.495 -4.191 -0.604
C -2.502 -4.514 0.478
C -2.945 -3.203 1.094
O -1.842 -2.553 1.726
C -2.082 -1.116 1.987
H 2.400 -6.435 -4.226
H 2.791 -5.140 -3.261
H 1.470 -4.998 -4.479
H -0.323 -4.441 -3.196
H 0.492 -4.038 -1.838
H -0.522 -6.189 -0.637
H -1.774 -6.038 -1.718
H -0.932 -3.449 -0.214
H -2.145 -5.075 1.342
H -3.323 -5.115 0.088
H -3.590 -3.442 1.939
H -3.380 -2.498 0.386
H -1.157 -0.621 2.281
H -2.845 -0.917 2.739
H -2.394 -0.683 1.036
C -0.831 3.240 -0.461
C -0.219 2.011 0.232
C -0.006 0.831 -0.676
O -1.278 0.291 -1.043
C -1.212 -0.881 -1.822
N 1.061 2.589 0.643
H -1.218 4.054 0.152
H -1.607 2.834 -1.110
H -0.149 3.729 -1.157
H -1.030 1.772 0.920
H 0.561 0.048 -0.173
H 0.422 1.097 -1.643
H -0.620 -1.696 -1.406
H -0.673 -0.674 -2.746
H -2.134 -1.300 -2.226
H 1.580 3.043 -0.095
H 1.040 3.424 1.212
```

These are the Mulliken partial charges, in e, on atoms 1 to 5: number 1, C, carries -0.85; number 2, O, carries -0.17; number 3, C, carries -0.52; number 4, C, carries -0.61; number 5, N, carries -0.40



2.
Here is a structure of composition C28H73MnO30S9 in a non-equilibrium geometry from the Open Molecules 2025 dataset. Energies are from ωB97M-V/def2-TZVPD.

The frontier orbital gap (alpha / beta) comes out at 8.97 / 2.97 eV. The value obtained for the LUMO energy (alpha / beta) is -5.23 / -11.22 eV. Its spin multiplicity is 7. Its total charge is +2. As for the expectation value of S²: 12.009. For the HOMO energy (alpha / beta), the calculation gives -14.19 / -14.19 eV.

Geometry as XYZ:
```
141
C28H73MnO30S9 | the Open Molecules 2025 dataset | ωB97M-V/def2-TZVPD
Mn 1.792 0.176 2.954
O 0.102 -0.555 -0.559
C 0.566 -0.354 0.666
O 1.549 -0.992 1.133
O 0.231 0.523 1.444
H 0.749 -1.209 -0.831
O 0.657 -1.980 -5.854
S 1.102 -0.713 -5.238
O 2.349 -0.488 -4.525
O 0.987 0.514 -6.397
C -0.039 0.353 -7.417
C 0.441 -0.259 -8.777
C -0.192 -0.059 -4.129
H -0.419 1.357 -7.609
H -0.827 -0.360 -7.176
H -0.327 -0.284 -9.550
H 0.862 -1.260 -8.679
H 1.252 0.362 -9.156
H 0.066 0.983 -3.942
H -0.233 -0.564 -3.164
H -1.190 -0.173 -4.552
O -0.361 3.189 -3.478
S 0.913 3.825 -2.999
O 1.560 4.917 -3.717
O 0.803 4.317 -1.380
C -0.106 3.702 -0.484
C -0.270 4.718 0.703
C 2.181 2.368 -2.775
H 0.260 2.725 -0.170
H -0.987 3.641 -1.124
H -0.947 4.346 1.472
H -0.609 5.678 0.313
H 0.711 4.885 1.148
H 2.249 2.045 -3.813
H 1.791 1.552 -2.166
H 3.118 2.813 -2.439
O 2.983 3.607 0.657
S 3.816 2.406 0.987
O 3.332 1.395 1.886
O 4.300 1.665 -0.389
C 4.919 0.377 -0.244
C 5.396 0.106 -1.639
C 5.403 3.122 1.605
H 4.300 -0.460 0.079
H 5.731 0.497 0.474
H 5.925 1.017 -1.918
H 4.580 -0.066 -2.341
H 6.105 -0.721 -1.673
H 6.127 3.409 0.842
H 5.915 2.269 2.051
H 5.158 4.021 2.171
O 1.075 -2.669 -1.790
S 2.314 -3.461 -1.904
O 3.604 -2.903 -1.431
O 2.060 -4.866 -1.051
C 3.089 -5.782 -0.953
C 2.871 -6.569 0.332
C 2.400 -4.040 -3.723
H 4.047 -5.270 -0.866
H 3.124 -6.426 -1.832
H 2.911 -5.901 1.192
H 3.692 -7.282 0.406
H 1.919 -7.096 0.376
H 1.361 -4.320 -3.898
H 3.040 -4.898 -3.932
H 2.689 -3.154 -4.288
O 0.077 4.564 3.909
S 1.256 3.698 4.063
O 1.248 2.291 3.579
O 2.617 4.525 3.487
C 2.740 5.910 3.729
C 3.127 6.710 2.458
C 1.616 3.643 5.830
H 3.294 6.153 4.635
H 1.775 6.275 4.080
H 3.301 7.738 2.776
H 2.352 6.592 1.701
H 4.117 6.323 2.220
H 0.672 3.489 6.352
H 2.021 4.649 5.941
H 2.266 2.819 6.122
O -5.012 2.113 2.834
S -4.935 1.717 1.391
O -5.136 0.318 1.010
O -5.948 2.730 0.484
C -5.963 4.099 0.911
C -7.170 4.701 0.263
C -3.193 2.237 0.695
H -5.045 4.668 0.764
H -6.221 4.205 1.964
H -7.088 4.712 -0.824
H -7.238 5.749 0.555
H -8.139 4.271 0.516
H -2.444 1.686 1.263
H -3.076 3.302 0.894
H -3.024 1.963 -0.347
O -0.692 1.094 5.948
S -1.008 0.067 4.949
O 0.075 -0.562 4.169
O -1.986 -1.072 5.588
C -2.097 -1.056 7.002
C -3.189 -2.072 7.276
C -2.106 0.816 3.771
H -2.463 -0.067 7.277
H -1.084 -1.111 7.399
H -2.855 -3.021 6.857
H -4.153 -1.751 6.883
H -3.269 -2.050 8.363
H -1.584 1.692 3.384
H -2.979 1.123 4.347
H -2.300 0.023 3.050
O -1.875 -2.661 2.106
S -1.272 -3.973 2.165
O -1.553 -4.948 3.180
O -1.711 -4.671 0.774
C -1.376 -6.052 0.531
C -1.210 -6.261 -0.971
C 0.547 -3.967 1.839
H -2.215 -6.652 0.885
H -0.435 -6.373 0.977
H -2.110 -6.179 -1.579
H -0.752 -7.238 -1.125
H -0.627 -5.458 -1.421
H 0.714 -3.679 0.801
H 1.030 -4.941 1.915
H 1.032 -3.290 2.542
O -3.352 0.407 -2.127
S -3.693 -1.032 -2.161
O -5.063 -1.513 -2.245
O -2.680 -1.882 -3.248
C -2.942 -3.221 -3.519
C -1.793 -3.813 -4.301
C -3.121 -1.787 -0.557
H -3.812 -3.090 -4.163
H -3.185 -3.726 -2.584
H -2.179 -4.769 -4.655
H -0.909 -3.773 -3.666
H -1.607 -3.271 -5.228
H -3.646 -2.689 -0.244
H -3.261 -1.062 0.245
H -2.073 -2.083 -0.603
```

These are the Mulliken partial charges, in e, on atoms 1 to 5: number 1, Mn, carries 1.10; number 2, O, carries 1.08; number 3, C, carries 1.52; number 4, O, carries -0.87; number 5, O, carries -0.57